Computed, not measured: a 3-piece molecular cluster, C31H42N2O12P2S overall at a distorted geometry, with ωB97M-V with the def2-TZVPD basis set.

Last column: Löwdin charge in e.
CARTESIAN COORDINATES (ANGSTROEM)
C  -4.319  5.576  -0.798  -0.10
C  -3.403  4.306  -0.940  -0.20
C  -3.099  4.041  -2.450  -0.17
O  -3.714  2.786  -2.833  -0.07
C  -2.769  1.825  -3.110  -0.26
C  -1.851  1.436  -2.121  0.03
C  -0.882  0.481  -2.437  0.01
C  -0.870  -0.039  -3.724  -0.10
C  -1.798  0.328  -4.704  -0.07
C  -2.772  1.276  -4.397  0.09
C  -1.684  -0.367  -6.057  -0.24
O  -1.864  0.193  -7.108  0.15
C  -1.275  -1.842  -5.956  -0.01
C  -1.797  -2.858  -6.748  -0.17
O  -2.788  -2.542  -7.707  0.08
C  -3.946  -2.496  -7.082  -0.30
N  -4.855  -2.428  -6.355  0.18
C  -1.376  -4.169  -6.575  0.08
C  -0.419  -4.502  -5.614  -0.23
N  0.038  -5.858  -5.416  0.10
C  -0.531  -6.399  -4.478  -0.75
S  -1.539  -7.261  -3.639  0.77
C  0.116  -3.493  -4.809  0.06
C  -0.327  -2.192  -4.991  -0.06
C  0.196  -1.062  -4.101  -0.27
O  1.331  -0.990  -3.702  0.12
H  -5.354  5.219  -0.697  0.07
H  -4.274  6.227  -1.685  0.06
H  -3.985  6.160  0.072  0.07
H  -3.981  3.440  -0.580  0.11
H  -2.499  4.369  -0.317  0.08
H  -2.009  4.046  -2.612  0.12
H  -3.522  4.822  -3.104  0.12
H  -1.840  1.861  -1.116  0.11
H  -0.152  0.142  -1.698  0.12
H  -3.515  1.586  -5.135  0.14
H  -1.816  -4.961  -7.188  0.15
H  0.847  -3.669  -4.015  0.14
O  -2.296  3.170  2.858  -0.22
P  -0.891  3.377  3.339  0.64
O  -0.064  2.396  2.302  -0.22
C  0.116  2.807  0.951  -0.29
C  1.116  3.943  0.827  -0.07
O  -0.979  2.425  4.678  -0.25
C  -2.227  2.059  5.267  -0.28
C  -2.678  0.701  4.766  -0.07
O  0.490  4.079  3.915  -0.23
C  1.369  3.462  4.866  -0.26
C  1.972  2.157  4.400  -0.08
H  -0.848  3.091  0.520  0.08
H  0.483  1.937  0.403  0.11
H  0.733  4.856  1.292  0.07
H  1.324  4.160  -0.222  0.08
H  2.050  3.694  1.330  0.08
H  -2.982  2.824  5.090  0.10
H  -2.072  2.015  6.347  0.12
H  -2.650  0.639  3.678  0.07
H  -3.692  0.481  5.103  0.08
H  -2.011  -0.078  5.141  0.07
H  0.874  3.358  5.830  0.11
H  2.180  4.178  5.023  0.12
H  1.223  1.373  4.299  0.07
H  2.717  1.806  5.118  0.08
H  2.453  2.274  3.428  0.07
O  1.014  -2.448  1.449  -0.22
P  2.358  -1.986  1.941  0.66
O  3.332  -2.868  0.940  -0.23
C  3.475  -2.433  -0.414  -0.28
C  4.313  -1.172  -0.525  -0.08
O  2.365  -2.926  3.300  -0.26
C  1.163  -3.441  3.870  -0.28
C  0.901  -4.853  3.385  -0.07
O  3.656  -1.155  2.555  -0.25
C  4.570  -1.666  3.534  -0.27
C  5.328  -2.911  3.129  -0.08
H  2.488  -2.281  -0.861  0.10
H  3.962  -3.245  -0.956  0.12
H  3.802  -0.320  -0.066  0.07
H  4.505  -0.928  -1.571  0.08
H  5.265  -1.292  -0.008  0.08
H  0.319  -2.782  3.666  0.10
H  1.300  -3.449  4.954  0.12
H  0.959  -4.927  2.299  0.07
H  -0.083  -5.197  3.707  0.08
H  1.654  -5.534  3.786  0.08
H  4.060  -1.802  4.487  0.11
H  5.296  -0.864  3.693  0.12
H  4.676  -3.777  3.031  0.07
H  6.078  -3.149  3.886  0.08
H  5.829  -2.771  2.171  0.07

The energy relative to the best compared isomer or geometry (same formula, charge and spin) is 0.0 kJ/mol. The HOMO-LUMO gap is 0.306 hartree.

=====

Computed, not measured: C20H28NO3Ti as an isolated structure at a distorted geometry, with ωB97M-V with the def2-TZVPD basis set.

Last column: Löwdin charge in e.
CARTESIAN COORDINATES (ANGSTROEM)
O  0.575  0.510  0.139  -0.28
C  -0.858  0.753  -0.276  -0.10
C  -1.281  -0.669  0.023  -0.08
H  -0.846  1.018  -1.336  0.12
H  -1.302  1.527  0.354  0.10
C  0.206  -0.971  0.268  -0.49
H  -1.752  -1.175  -0.822  0.09
H  -1.884  -0.739  0.933  0.12
C  0.874  -1.732  -0.852  -0.03
H  0.718  -1.228  -1.810  0.09
H  0.469  -2.750  -0.907  0.09
H  1.949  -1.818  -0.666  0.07
C  0.592  -1.513  1.618  -0.03
H  0.013  -1.048  2.416  0.07
H  1.665  -1.367  1.810  0.07
H  0.400  -2.593  1.635  0.09
Ti  1.972  1.720  0.904  0.66
C  2.405  2.393  2.957  -0.22
C  1.560  3.393  2.352  -0.22
C  0.258  2.826  2.169  -0.19
H  1.822  4.429  2.161  0.09
C  0.292  1.494  2.676  -0.20
C  1.623  1.201  3.118  -0.19
H  1.953  0.273  3.577  0.10
H  3.409  2.544  3.344  0.10
H  -0.623  3.346  1.791  0.08
H  -0.583  0.871  2.866  0.10
C  4.273  2.327  0.112  -0.35
C  4.085  1.207  1.113  -0.24
C  3.470  0.120  0.479  -0.25
H  4.588  1.187  2.075  0.10
C  3.074  0.548  -0.862  -0.22
C  3.450  1.871  -1.042  -0.18
H  3.239  2.517  -1.889  0.07
H  5.345  2.514  -0.111  0.11
H  3.376  -0.891  0.875  0.07
H  2.653  -0.088  -1.629  0.07
O  -3.739  -1.808  -2.199  -0.16
C  -3.940  -3.180  -1.797  -0.20
C  -5.184  -3.753  -2.497  -0.17
H  -4.063  -3.211  -0.699  0.12
H  -3.027  -3.751  -2.039  0.12
C  -5.936  -2.504  -3.004  -0.17
H  -5.784  -4.366  -1.823  0.10
H  -4.869  -4.363  -3.351  0.11
C  -4.823  -1.444  -3.094  -0.19
H  -6.688  -2.200  -2.266  0.11
H  -6.430  -2.670  -3.965  0.10
H  -5.171  -0.433  -2.837  0.12
H  -4.440  -1.410  -4.132  0.12
O  4.971  5.051  2.095  0.09
C  4.311  4.367  1.395  -0.38
N  3.635  3.670  0.650  0.09

The energy relative to the best compared isomer or geometry (same formula, charge and spin) is 0.0 kJ/mol. The spin multiplicity is 3. The HOMO-LUMO gap (alpha / beta) is 0.095 / 0.125 hartree. As for the total charge: -1.

=====

Computed, not measured: a 2-piece molecular cluster, C24H45N2O2S overall, with ωB97M-V with the def2-TZVPD basis set.

Last column: Löwdin charge in e.
CARTESIAN COORDINATES (ANGSTROEM)
C  -5.913  0.953  -3.305  -0.10
C  -5.310  1.727  -2.135  -0.27
C  -4.527  2.970  -2.552  -0.20
C  -3.241  2.753  -3.381  -0.19
C  -2.544  1.394  -3.237  -0.21
C  -1.027  1.499  -3.441  -0.17
C  -0.298  2.250  -2.319  -0.09
C  0.321  1.451  -1.219  -0.12
N  1.057  2.041  -0.340  0.18
C  1.576  1.172  0.734  -0.23
C  2.968  1.584  1.165  -0.14
C  3.107  3.047  1.626  -0.24
C  1.911  3.686  2.353  -0.52
S  0.912  4.818  1.329  0.76
C  1.359  -0.240  0.131  -0.20
C  2.599  -0.987  -0.343  -0.15
C  2.298  -2.464  -0.683  -0.17
C  3.232  -3.448  0.036  -0.16
C  2.709  -3.835  1.408  -0.17
O  1.422  -4.455  1.233  -0.03
C  0.734  -4.703  2.340  -0.35
O  0.974  -4.243  3.412  0.08
C  0.302  -0.024  -0.984  -0.17
C  -1.063  -0.690  -0.722  -0.13
C  -1.804  -0.275  0.549  -0.21
C  -2.136  1.213  0.669  -0.07
H  -5.169  0.688  -4.058  0.06
H  -6.712  1.525  -3.781  0.08
H  -6.357  0.018  -2.954  0.08
H  -6.126  2.054  -1.484  0.11
H  -4.699  1.056  -1.520  0.08
H  -4.296  3.562  -1.663  0.10
H  -5.212  3.582  -3.149  0.11
H  -3.458  2.926  -4.438  0.12
H  -2.538  3.547  -3.104  0.10
H  -2.756  0.953  -2.262  0.07
H  -2.924  0.705  -3.993  0.11
H  -0.859  2.056  -4.366  0.12
H  -0.580  0.512  -3.587  0.11
H  -0.990  2.958  -1.847  0.13
H  0.510  2.861  -2.733  0.14
H  1.233  3.047  -0.387  0.10
H  0.867  1.266  1.563  0.14
H  3.633  1.431  0.308  0.12
H  3.316  0.892  1.936  0.13
H  3.951  3.103  2.316  0.11
H  3.384  3.668  0.770  0.10
H  1.247  2.960  2.819  0.07
H  2.288  4.308  3.165  0.07
H  -0.232  4.125  1.329  -0.15
H  0.924  -0.839  0.937  0.15
H  3.355  -0.947  0.445  0.11
H  3.022  -0.505  -1.232  0.13
H  2.367  -2.630  -1.759  0.12
H  1.273  -2.708  -0.393  0.10
H  3.375  -4.349  -0.564  0.12
H  4.222  -3.010  0.187  0.12
H  2.619  -2.964  2.063  0.13
H  3.373  -4.550  1.898  0.14
H  -0.105  -5.373  2.133  0.15
H  0.684  -0.464  -1.916  0.16
H  -0.849  -1.762  -0.666  0.12
H  -1.706  -0.566  -1.595  0.10
H  -1.257  -0.611  1.436  0.11
H  -2.741  -0.838  0.563  0.12
H  -2.443  1.644  -0.288  0.06
H  -1.295  1.799  1.051  0.05
H  -2.953  1.367  1.375  0.09
C  3.056  -5.444  5.702  -0.08
C  4.376  -5.719  6.253  -0.29
N  5.424  -5.934  6.672  0.13
H  3.151  -4.970  4.728  0.05
H  2.495  -6.371  5.591  0.09
H  2.504  -4.777  6.361  0.09

The HOMO-LUMO gap is 0.338 hartree. As for the total charge: +1.

=====

Computed, not measured: a 45-piece molecular cluster, C6H91BrO46 overall at a distorted geometry, with ωB97M-V with the def2-TZVPD basis set.

Last column: Löwdin charge in e.
CARTESIAN COORDINATES (ANGSTROEM)
O  -1.251  -2.252  -0.411  0.03
C  -0.262  -1.937  -1.085  -0.31
C  0.483  -3.026  -1.881  0.02
C  1.775  -2.739  -2.261  0.04
C  2.385  -1.376  -1.818  -0.32
O  3.601  -1.251  -1.768  0.06
C  1.472  -0.182  -1.364  -0.48
Br  2.146  1.639  -1.265  0.93
C  0.167  -0.455  -1.026  -0.01
H  -0.029  -3.989  -2.126  0.12
H  2.375  -3.468  -2.852  0.13
H  -0.519  0.370  -0.724  0.13
O  -2.303  -2.221  2.425  -0.05
H  -2.073  -2.145  1.491  0.00
H  -2.436  -3.167  2.557  0.03
O  -5.059  -1.383  3.727  -0.05
H  -4.163  -1.470  3.374  0.00
H  -5.568  -1.030  2.986  0.04
O  2.860  3.878  0.987  -0.09
H  2.765  3.107  1.560  0.05
H  3.626  3.666  0.436  0.02
O  4.576  0.690  0.100  -0.14
H  4.253  -0.144  -0.259  -0.02
H  5.340  0.434  0.638  0.01
O  2.227  -4.586  0.914  -0.05
H  2.144  -4.018  1.689  0.04
H  2.208  -3.973  0.171  0.00
O  -5.908  -4.623  3.779  -0.05
H  -5.345  -4.956  3.069  0.00
H  -5.592  -3.721  3.931  0.01
O  0.194  2.815  -3.533  -0.10
H  0.066  3.738  -3.290  0.01
H  -0.094  2.779  -4.453  0.03
O  -2.230  -3.918  -3.009  -0.05
H  -2.312  -3.345  -2.234  0.02
H  -2.252  -3.306  -3.755  0.06
O  -8.297  -6.386  5.272  -0.06
H  -7.906  -7.087  4.740  0.03
H  -7.596  -5.723  5.334  0.02
O  0.535  4.852  -5.608  -0.07
H  0.393  5.323  -6.445  0.02
H  1.497  4.811  -5.524  0.02
O  -5.940  1.306  3.033  -0.05
H  -6.011  1.977  2.344  0.04
H  -5.287  1.668  3.644  0.00
O  -3.356  2.030  2.358  -0.05
H  -3.161  1.120  2.100  0.06
H  -2.485  2.451  2.412  0.04
O  6.941  2.050  0.931  -0.06
H  6.819  2.973  1.181  0.06
H  6.654  2.017  0.009  0.05
O  -5.390  -3.638  -3.048  -0.06
H  -4.615  -4.201  -3.176  0.02
H  -6.122  -4.261  -2.967  0.05
O  -11.042  -4.814  3.957  -0.07
H  -11.389  -5.634  3.584  -0.01
H  -10.302  -5.104  4.507  0.01
O  -2.244  5.328  -4.048  -0.05
H  -1.353  5.288  -4.425  0.02
H  -2.791  5.639  -4.779  0.06
O  6.968  -1.016  1.984  -0.04
H  7.376  -1.709  1.448  0.01
H  7.641  -0.327  2.030  0.02
O  7.357  -1.068  5.292  -0.08
H  7.235  -0.146  5.544  0.01
H  7.072  -1.095  4.368  0.00
O  8.859  2.328  -0.830  -0.07
H  8.769  1.560  -0.256  0.02
H  9.627  2.121  -1.376  0.00
O  0.957  5.273  -8.323  -0.05
H  1.545  4.519  -8.448  0.05
H  0.397  5.269  -9.108  0.06
O  11.674  1.819  -0.185  -0.06
H  11.572  2.393  0.583  0.05
H  11.641  2.424  -0.935  0.03
O  -5.342  4.875  -3.465  -0.05
H  -5.488  5.344  -4.294  0.03
H  -4.380  4.828  -3.386  0.01
O  2.596  4.999  -2.824  -0.05
H  2.159  5.850  -2.693  0.05
H  1.944  4.353  -2.522  -0.01
O  8.707  -3.070  0.434  -0.05
H  8.618  -3.838  1.009  0.05
H  9.475  -3.274  -0.111  0.04
O  11.143  0.648  -2.873  -0.05
H  10.815  -0.183  -3.235  0.04
H  11.902  0.388  -2.336  0.03
O  -1.316  7.588  -2.356  -0.07
H  -1.816  6.900  -2.821  -0.01
H  -1.975  8.258  -2.147  0.03
O  5.042  7.310  -3.265  -0.05
H  4.611  8.162  -3.135  0.04
H  4.388  6.667  -2.962  0.01
O  6.455  -1.461  -3.109  -0.06
H  5.492  -1.498  -3.051  0.00
H  6.694  -2.276  -3.564  0.03
O  -4.051  1.756  5.716  -0.05
H  -4.410  0.943  5.342  0.01
H  -3.315  1.454  6.263  0.03
O  -11.676  -7.878  3.231  -0.05
H  -10.900  -8.445  3.123  0.03
H  -12.413  -8.497  3.291  0.05
O  4.683  6.251  0.921  -0.07
H  4.249  7.101  1.054  0.03
H  4.030  5.603  1.221  -0.01
O  7.740  1.443  3.964  -0.04
H  7.606  1.915  3.132  0.02
H  8.699  1.390  4.050  0.05
O  -1.050  3.490  4.088  -0.05
H  -1.452  4.357  4.217  0.05
H  -1.735  2.869  4.374  0.02
O  -7.365  -1.762  -2.129  -0.06
H  -6.594  -2.331  -2.265  -0.02
H  -8.103  -2.375  -2.040  0.03
O  -2.861  -0.977  6.311  -0.05
H  -2.320  -1.766  6.195  0.04
H  -3.401  -0.945  5.512  0.00
O  -3.819  -4.945  1.545  -0.04
H  -2.926  -5.035  1.191  0.06
H  -4.332  -4.599  0.802  0.06
O  -4.316  3.625  0.155  -0.06
H  -4.673  2.813  -0.224  0.03
H  -3.585  3.320  0.709  0.01
O  3.693  4.666  -6.361  -0.05
H  4.185  4.385  -7.140  0.04
H  4.379  4.840  -5.702  0.03
O  10.825  -2.118  2.420  -0.06
H  10.721  -1.546  3.190  0.04
H  10.791  -1.512  1.671  0.02
O  -11.949  -9.812  5.704  -0.06
H  -12.045  -9.237  6.472  0.04
H  -11.946  -9.203  4.956  -0.01
O  6.981  5.336  -5.411  -0.06
H  6.861  5.908  -4.641  0.03
H  6.945  5.942  -6.160  0.04
O  -9.354  -8.533  1.515  -0.05
H  -8.784  -8.859  0.809  0.04
H  -9.045  -7.632  1.668  0.05
O  -5.649  -7.041  0.158  -0.06
H  -5.165  -7.348  -0.617  0.03
H  -4.964  -6.913  0.827  0.01
O  -7.482  3.507  -0.564  -0.06
H  -6.597  3.678  -0.218  0.00
H  -7.343  3.382  -1.510  0.03

The HOMO-LUMO gap is 0.279 hartree.

=====

Computed, not measured: a 2-piece molecular cluster, C2H7N5O overall at a distorted geometry, with ωB97M-V with the def2-TZVPD basis set.

Last column: Löwdin charge in e.
CARTESIAN COORDINATES (ANGSTROEM)
C  -0.483  -0.582  -0.043  -0.40
C  1.698  1.927  0.295  -0.01
H  1.835  -2.322  -0.789  0.13
H  1.966  -0.682  -0.774  0.12
H  -2.335  -1.221  1.326  0.27
H  -2.639  1.448  -0.667  0.12
H  -0.736  1.303  -0.329  0.09
H  2.791  2.119  0.967  0.16
H  0.710  2.508  0.380  0.08
N  1.824  -1.522  0.129  -0.10
N  0.317  -1.617  0.200  -0.08
N  -2.047  -0.784  0.004  0.08
N  0.043  0.626  -0.649  -0.02
N  1.366  0.711  -0.092  -0.16
O  -2.425  0.860  0.154  -0.25

The energy relative to the best compared isomer or geometry (same formula, charge and spin) is 1095.8 kJ/mol. The HOMO-LUMO gap is 0.311 hartree.

=====

Computed, not measured: a 2-piece molecular cluster, C4H9O2 overall at a distorted geometry, with ωB97M-V with the def2-TZVPD basis set.

Last column: Löwdin charge in e.
CARTESIAN COORDINATES (ANGSTROEM)
C  -0.181  2.376  -1.372  -0.15
C  -0.012  2.031  0.130  -0.17
H  -0.844  1.663  -1.846  0.06
H  -0.473  3.469  -1.389  0.06
H  0.800  2.268  -1.860  0.05
H  -0.488  2.622  0.874  0.04
H  1.049  1.916  0.352  0.05
H  -0.535  1.127  0.445  0.05
C  1.351  -0.981  0.422  -0.08
C  -0.115  -1.299  0.307  -0.87
O  -0.577  -1.609  -0.788  -0.08
O  -0.788  -1.259  1.374  -0.13
H  1.766  -0.379  -0.429  0.07
H  1.786  -1.890  0.779  0.05
H  1.595  -0.397  1.314  0.05

The energy relative to the best compared isomer or geometry (same formula, charge and spin) is 84.0 kJ/mol. The HOMO-LUMO gap is 0.280 hartree. As for the total charge: -1.

=====

| no. | energy (eV) |
| --- | --- |
| 1 | -89788.404 |
| 2 | -51937.502 |
| 3 | -43522.816 |
| 4 | -171925.824 |
| 5 | -11673.851 |
| 6 | -8389.621 |